DFT (ωB97M-V/def2-TZVPD) results for C26H25N9O6S3V as an isolated structure.

XYZ file:
```
70
Properties=species:S:1:pos:R:3:forces:R:3:lowdin_spin:R:1
V -0.7956 0.6309 -0.2456 -0.187 2.038 -0.154 1.876
O -1.0526 1.1651 3.6961 0.106 -0.131 0.110 0.001
S 0.0118 1.0164 2.7484 -0.103 0.121 0.084 0.005
O 0.5006 2.2110 2.0950 -0.011 -0.071 -0.086 0.007
N -0.4823 0.0301 1.5218 0.427 -0.403 2.066 -0.006
C -1.1083 -1.1952 1.8538 -0.230 -0.356 0.172 0.005
C -1.1842 -1.8085 3.0791 0.037 0.202 -0.199 -0.001
C -1.8396 -3.0504 3.2178 -0.046 -0.106 0.008 -0.002
C -2.4209 -3.6788 2.1565 -0.018 -0.045 0.092 -0.001
C -2.3704 -3.0756 0.8797 0.129 0.118 -0.154 0.000
C -2.9422 -3.6265 -0.2870 0.047 0.048 0.004 0.015
C -2.8239 -2.9643 -1.4787 -0.077 -0.116 -0.014 -0.001
C -2.1568 -1.7339 -1.5221 0.051 0.070 -0.008 0.014
N -1.6206 -1.1884 -0.4507 -0.562 -0.884 0.082 -0.004
C -1.7066 -1.8446 0.7394 -0.041 -0.046 0.243 0.009
C 1.4279 0.3175 3.5498 -0.122 0.035 -0.136 0.001
C 2.6421 0.3585 2.8755 0.021 0.045 0.046 0.001
C 3.7812 -0.1046 3.5099 -0.023 0.026 0.027 0.000
C 3.6972 -0.6030 4.8052 -0.005 -0.010 0.015 0.000
C 2.4808 -0.6319 5.4714 0.014 -0.029 0.002 0.000
C 1.3356 -0.1600 4.8464 -0.049 0.005 0.025 0.000
H -0.7614 -1.3406 3.9520 -0.035 -0.040 0.035 0.000
H -1.8812 -3.5040 4.1991 -0.001 0.007 0.001 0.000
H -2.9269 -4.6273 2.2786 -0.001 0.002 -0.009 0.000
H -3.4719 -4.5689 -0.2246 0.006 -0.007 -0.013 0.001
H -3.2524 -3.3647 -2.3860 0.009 0.013 -0.007 0.000
H -2.0785 -1.1738 -2.4454 0.012 0.029 0.016 0.000
H 2.6857 0.7644 1.8732 0.045 0.020 0.035 0.000
H 4.7386 -0.0600 3.0078 0.001 -0.005 -0.015 0.000
H 4.5899 -0.9534 5.3062 0.003 -0.014 -0.012 0.000
H 2.4233 -1.0113 6.4824 0.005 0.028 0.011 0.000
H 0.3883 -0.1295 5.3690 0.006 -0.003 -0.009 0.000
O 2.2305 0.4276 -4.7585 0.052 -0.079 0.017 0.001
C 1.0855 1.0230 -5.1189 -0.111 0.076 0.050 0.000
C 0.9498 1.4009 -6.4552 0.050 -0.009 -0.036 0.000
C -0.1960 2.0286 -6.8930 -0.023 0.000 0.043 0.000
C -1.2436 2.2985 -6.0112 -0.038 0.020 -0.004 0.000
C -1.1234 1.9250 -4.6926 0.023 0.006 -0.013 0.000
C 0.0317 1.2842 -4.2229 -0.068 0.137 -0.020 0.000
C 0.0747 0.8750 -2.8212 0.350 -0.472 0.241 0.002
O -0.9436 1.0693 -2.0435 -0.505 0.222 -1.994 0.012
N 1.1261 0.2504 -2.3452 0.046 0.215 -0.323 0.008
N 0.8853 -0.2052 -1.0427 1.023 -0.301 -0.250 -0.016
C 1.8094 -1.0212 -0.6366 -0.027 0.064 -0.338 0.025
S 1.7189 -1.9539 0.8291 0.059 -0.074 -0.070 0.013
C 3.1230 -3.0357 0.4104 -0.170 0.070 0.018 0.001
C 4.1227 -2.2016 -0.3523 -0.078 0.124 -0.121 0.001
S 3.2137 -1.3001 -1.6435 0.006 -0.086 0.145 0.012
H 2.1675 0.1783 -3.8137 0.002 0.032 -0.003 0.000
H 1.7674 1.1818 -7.1287 -0.001 0.013 0.000 0.000
H -0.2845 2.3131 -7.9333 0.022 -0.006 -0.007 0.000
H -2.1417 2.7890 -6.3595 0.007 0.001 -0.008 0.000
H -1.9249 2.1150 -3.9909 0.005 -0.017 0.000 0.000
H 2.7483 -3.8649 -0.1875 0.053 -0.032 0.006 0.000
H 3.5302 -3.4104 1.3484 -0.012 -0.007 0.013 0.000
H 4.8780 -2.8128 -0.8433 0.002 -0.008 0.000 0.000
H 4.6070 -1.4717 0.2955 0.063 -0.054 0.021 0.000
N 0.0596 2.9398 -0.3723 0.059 -0.494 0.395 0.000
N -0.9063 3.7793 0.1848 0.065 0.186 -0.053 0.001
C -2.1022 3.3067 0.5743 -0.249 -0.058 -0.044 0.000
N -2.9032 4.1450 1.2117 -0.030 0.011 0.055 0.000
N -2.3794 2.0288 0.2494 0.187 0.024 -0.082 0.004
N -3.6522 1.5298 0.4533 -0.285 -0.114 0.620 0.004
O -4.5273 2.1998 0.9811 0.065 0.068 -0.192 0.001
O -3.8014 0.3813 0.1129 0.040 0.053 -0.175 0.010
H 0.8200 2.8310 0.2944 0.024 0.148 -0.001 0.002
H 0.3823 3.3331 -1.2488 -0.109 -0.163 -0.113 0.000
H -0.6002 4.6559 0.5796 0.040 -0.037 0.021 0.000
H -2.6086 5.0790 1.4380 0.038 -0.002 -0.048 0.000
H -3.8197 3.8139 1.4787 0.019 -0.001 -0.007 0.000
```
Positions in Å, forces in eV/Å.

For the HOMO energy (spin up / spin down), the calculation gives -10.4869 / -10.4921 eV. As for the energy above the lowest of the compared OMol25 structures with the same formula, charge and spin: 27.9 kJ/mol. As for the expectation value of S²: 2.014. Its spin multiplicity is 3. Its charge is +1. Its largest force on an atom is 2.15 eV Å⁻¹.